(1)
The following is a DFT calculation (ωB97M-V/def2-TZVPD) of a molecular structure, C14H29N4O4ReS4.

Structure (XYZ):
```
56
C14H29N4O4ReS4, DFT ωB97M-V/def2-TZVPD
Re -0.36 -0.12 0.86
C 2.24 1.70 3.76
C 1.53 0.83 2.75
N 0.27 1.01 2.47
O -0.45 2.06 3.05
C 2.23 -0.24 2.12
C 3.57 -0.81 2.50
N 1.57 -0.70 1.09
O 2.00 -1.63 0.32
H 1.86 1.52 4.73
H 2.10 2.79 3.68
H 3.29 1.47 3.81
H -0.40 2.76 2.34
H 3.86 -0.52 3.51
H 4.31 -0.49 1.78
H 3.60 -1.89 2.41
S -0.06 1.92 -0.47
C 1.52 1.93 -1.33
N 2.31 3.03 -1.47
C 3.25 2.82 -2.59
C 3.05 1.30 -2.90
N 2.00 0.89 -2.02
H 2.09 3.83 -0.96
H 4.28 3.02 -2.30
H 2.96 3.45 -3.43
H 4.00 0.83 -2.59
H 2.87 1.13 -3.95
H 1.57 0.02 -2.09
C -3.57 -1.82 -1.67
C -2.37 -2.52 -2.32
S -0.89 -2.62 -1.26
O -0.83 -1.11 -0.89
C 0.47 -2.85 -2.36
C 0.40 -4.10 -3.27
H -4.39 -1.81 -2.39
H -3.30 -0.81 -1.41
H -3.99 -2.30 -0.80
H -1.99 -2.00 -3.21
H -2.64 -3.46 -2.73
H 1.39 -2.83 -1.81
H 0.40 -2.02 -3.03
H -0.10 -4.91 -2.86
H 1.42 -4.47 -3.46
H 0.02 -3.77 -4.23
S -1.08 -3.02 2.69
C -0.83 -1.73 1.89
C -3.58 1.25 3.08
S -3.63 0.77 1.42
C -4.65 2.14 0.73
O -2.18 1.03 0.83
H -4.60 1.09 3.45
H -3.32 2.30 3.22
H -2.80 0.64 3.55
H -5.69 1.90 1.05
H -4.50 2.00 -0.36
H -4.24 3.11 1.05
```

Calculated values
* gap between HOMO and LUMO (alpha / beta): 8.12 / 6.19 eV
* net charge: +2
* <S²>: 2.035
* strongest force on any atom: 4.47 eV Å⁻¹
* relative energy (zero: lowest compared OMol25 entry of this formula, charge and spin): 29.78 kJ/mol
* multiplicity: 3
* LUMO energy (alpha / beta): -5.734 / -7.479 eV

***

(2)
The following is a DFT calculation (ωB97M-V/def2-TZVPD) of a molecular structure, C14H29NdP2.

Structure (XYZ):
```
46
C14H29NdP2, DFT ωB97M-V/def2-TZVPD
C -1.32 3.23 -2.73
C 0.07 3.36 -2.42
C 0.72 2.14 -2.82
C -0.28 1.28 -3.41
C -1.54 1.96 -3.35
Nd -0.88 1.53 -0.83
P -3.35 1.95 0.46
H -2.06 4.02 -2.64
H 0.55 4.22 -1.95
H 1.77 1.90 -2.71
H -2.46 1.64 -3.82
H -0.08 0.32 -3.88
H -4.54 1.43 -0.05
H -3.62 3.26 0.89
H -3.18 1.25 1.70
C 3.36 -0.09 0.56
C 2.38 -1.18 0.09
C 2.59 -2.55 0.76
P 0.65 -0.62 0.24
C -0.51 -1.87 -0.49
C -0.80 -2.95 0.54
C -1.80 -1.25 -1.09
C -0.05 -0.08 1.89
C 0.48 -0.98 3.01
C 0.20 1.42 2.20
H 3.25 0.16 1.63
H 3.23 0.85 0.00
H 4.40 -0.43 0.40
H 2.50 -1.30 -1.01
H 2.32 -2.52 1.83
H 1.97 -3.33 0.29
H 3.65 -2.84 0.66
H 0.11 -2.31 -1.31
H -1.43 -2.59 1.36
H -1.33 -3.76 0.03
H 0.12 -3.38 0.96
H -1.69 -0.56 -1.96
H -2.36 -2.10 -1.49
H -2.46 -0.80 -0.32
H -1.13 -0.26 1.78
H 1.56 -0.86 3.16
H -0.03 -0.71 3.95
H 0.27 -2.05 2.83
H -0.21 2.23 1.54
H -0.29 1.61 3.17
H 1.27 1.62 2.34
```

Calculated values
* gap between HOMO and LUMO (alpha / beta): 4.15 / 3.52 eV
* <S²>: 4.010
* strongest force on any atom: 3.15 eV Å⁻¹
* multiplicity: 4
* LUMO energy (alpha / beta): 0.331 / 0.361 eV

***

(3)
The following is a DFT calculation (ωB97M-V/def2-TZVPD) of a molecular structure, C14H30AsNS4Si2TcTe.

Structure (XYZ):
```
54
C14H30AsNS4Si2TcTe, DFT ωB97M-V/def2-TZVPD
Tc -1.60 0.19 -1.57
S -4.42 3.68 0.87
As -4.16 2.46 -0.66
S -2.08 2.35 -1.47
S -1.39 -0.74 0.42
S -5.56 1.40 -1.76
C -4.31 -0.98 -2.18
C -3.52 -1.03 -3.35
C -3.89 -1.29 -4.73
C -2.73 -1.30 -5.44
C -1.63 -1.01 -4.51
C -0.22 -0.98 -4.87
N -2.13 -0.81 -3.29
H -5.24 -1.53 -2.21
H -4.72 0.21 -2.03
H -3.76 -1.17 -1.25
H -4.89 -1.47 -5.07
H -2.59 -1.50 -6.48
H -0.01 -1.67 -5.68
H 0.43 -1.17 -4.02
H 0.01 0.02 -5.28
C 2.99 -0.24 4.13
Si 1.34 -0.84 4.78
C 0.88 -0.06 6.39
C 1.22 -2.69 4.74
C 0.06 -0.22 3.46
Te 0.77 -0.71 1.55
C 1.33 1.21 0.90
Si 2.27 1.23 -0.76
C 0.89 1.22 -2.08
C 3.25 -0.34 -0.94
C 3.25 2.79 -0.90
H 3.79 -0.63 4.76
H 3.06 0.84 4.16
H 3.24 -0.58 3.12
H 1.57 -0.39 7.16
H -0.12 -0.33 6.71
H 0.94 1.03 6.34
H 2.04 -3.15 5.28
H 1.25 -3.11 3.72
H 0.29 -3.03 5.20
H -0.08 0.86 3.46
H -0.90 -0.72 3.57
H 1.96 1.61 1.70
H 0.40 1.78 0.88
H 0.21 0.32 -1.84
H 1.27 1.00 -3.07
H 0.37 2.16 -2.13
H 2.64 -1.24 -0.98
H 3.96 -0.45 -0.12
H 3.84 -0.31 -1.85
H 2.63 3.68 -0.82
H 3.78 2.83 -1.84
H 4.00 2.83 -0.11
```

Calculated values
* gap between HOMO and LUMO: 6.02 eV
* net charge: +3
* strongest force on any atom: 4.62 eV Å⁻¹
* multiplicity: 1
* LUMO energy: -11.803 eV

***

(4)
The following is a DFT calculation (ωB97M-V/def2-TZVPD) of a molecular structure, C14H30AuN3OSSi2.

Structure (XYZ):
```
52
C14H30AuN3OSSi2, DFT ωB97M-V/def2-TZVPD
Au -0.43 1.26 -0.47
C 2.78 1.19 1.51
Si 2.05 -0.51 1.24
C 0.84 -0.93 2.60
C 3.38 -1.82 1.08
C 1.09 -0.56 -0.41
C -0.09 -1.46 -0.44
C -0.12 -2.84 -0.50
C -1.35 -3.47 -0.58
C -2.53 -2.72 -0.60
C -2.43 -1.34 -0.53
N -1.24 -0.75 -0.44
Si 1.83 -0.22 -2.14
C 0.41 0.20 -3.31
C 2.63 -1.82 -2.68
C 3.06 1.19 -2.03
H 3.12 1.27 2.55
H 2.06 1.99 1.36
H 3.64 1.38 0.87
H 1.38 -1.02 3.55
H 0.32 -1.88 2.44
H 0.09 -0.15 2.73
H 3.93 -1.88 2.03
H 4.11 -1.58 0.31
H 2.98 -2.81 0.88
H 0.80 -3.41 -0.50
H -1.41 -4.55 -0.64
H -3.49 -3.19 -0.68
H -3.30 -0.70 -0.55
H -0.31 -0.62 -3.38
H 0.83 0.35 -4.31
H -0.16 1.11 -3.09
H 1.92 -2.65 -2.73
H 3.46 -2.12 -2.03
H 3.03 -1.69 -3.69
H 2.65 2.08 -1.54
H 3.36 1.48 -3.04
H 3.96 0.90 -1.50
C -5.20 2.49 2.27
N -3.83 2.73 1.82
C -2.87 1.83 1.83
N -3.12 0.57 2.18
S -1.24 2.34 1.50
H -5.75 3.42 2.19
H -5.20 2.17 3.31
H -5.69 1.75 1.64
H -3.57 3.66 1.52
H -4.04 0.26 2.46
H -2.34 -0.06 2.31
O -0.25 3.43 -1.36
H 0.09 4.14 -0.80
H 0.14 3.56 -2.24
```

Calculated values
* gap between HOMO and LUMO (alpha / beta): 8.59 / 5.99 eV
* net charge: +2
* <S²>: 2.016
* strongest force on any atom: 0.48 eV Å⁻¹
* relative energy (zero: lowest compared OMol25 entry of this formula, charge and spin): 0.00 kJ/mol
* multiplicity: 3
* LUMO energy (alpha / beta): -5.922 / -9.190 eV

***

(5)
The following is a DFT calculation (ωB97M-V/def2-TZVPD) of 6 unconnected molecules or ions with the total composition C14H30Cl10O2.

Structure (XYZ):
```
56
C14H30Cl10O2, DFT ωB97M-V/def2-TZVPD
C -34.18 -23.14 -12.76
O -33.78 -23.48 -11.47
C -32.47 -23.98 -11.41
C -31.41 -23.09 -12.02
O -31.72 -21.74 -11.76
C -30.71 -20.86 -12.19
H -34.11 -23.99 -13.46
H -33.61 -22.30 -13.16
H -35.23 -22.86 -12.76
H -32.43 -24.98 -11.88
H -32.23 -24.11 -10.35
H -31.22 -23.24 -13.09
H -30.42 -23.28 -11.57
H -29.79 -20.89 -11.60
H -31.08 -19.83 -12.14
H -30.52 -21.00 -13.26
Cl -28.27 -24.71 -5.10
C -26.59 -24.26 -4.64
C -25.60 -25.34 -5.00
Cl -25.68 -26.77 -3.96
H -26.59 -23.98 -3.59
H -26.37 -23.39 -5.26
H -24.61 -24.87 -4.97
H -25.79 -25.72 -6.00
Cl -29.43 -20.63 -8.92
C -28.12 -21.49 -8.06
C -27.49 -22.55 -8.97
Cl -26.43 -23.61 -8.06
H -28.47 -21.96 -7.14
H -27.36 -20.77 -7.79
H -26.91 -22.05 -9.73
H -28.27 -23.17 -9.40
Cl -28.87 -19.46 -4.55
C -30.25 -20.59 -4.62
C -30.15 -21.60 -3.49
Cl -30.28 -20.85 -1.89
H -30.18 -21.08 -5.59
H -31.20 -20.08 -4.59
H -29.25 -22.21 -3.54
H -30.97 -22.31 -3.65
Cl -27.91 -24.66 -11.81
C -28.17 -25.24 -13.49
C -27.63 -24.21 -14.46
Cl -28.68 -22.75 -14.49
H -29.25 -25.36 -13.59
H -27.67 -26.20 -13.56
H -27.70 -24.64 -15.46
H -26.64 -23.89 -14.19
Cl -27.02 -16.72 -5.97
C -27.90 -16.27 -7.46
C -27.36 -17.03 -8.66
Cl -25.64 -16.74 -8.98
H -27.78 -15.19 -7.55
H -28.96 -16.47 -7.34
H -27.88 -16.69 -9.56
H -27.51 -18.10 -8.61
```

Calculated values
* gap between HOMO and LUMO: 10.04 eV
* strongest force on any atom: 1.07 eV Å⁻¹
* relative energy (zero: lowest compared OMol25 entry of this formula, charge and spin): 11.10 kJ/mol
* multiplicity: 1
* LUMO energy: 0.374 eV

***

(6)
The following is a DFT calculation (ωB97M-V/def2-TZVPD) of a molecular structure, C14H30Cl2N7O5P2Pt.

Structure (XYZ):
```
61
C14H30Cl2N7O5P2Pt, DFT ωB97M-V/def2-TZVPD
Pt 0.91 -0.60 -0.22
C 1.07 -2.70 -5.01
N 0.99 -1.48 -4.21
C 1.46 -0.28 -4.91
P -0.17 -1.25 -3.07
O 0.22 -0.16 -2.11
O -0.23 -2.71 -2.42
P -0.70 -3.03 -0.88
O -0.83 -1.75 -0.10
N -2.16 -3.73 -0.93
C -2.31 -5.07 -1.49
C -3.38 -2.93 -0.93
N 0.47 -4.02 -0.37
C 1.30 -4.89 -1.20
C 0.51 -4.31 1.07
N -1.67 -0.94 -3.62
C -2.30 0.37 -3.48
C -2.27 -1.82 -4.62
H 0.45 -2.63 -5.92
H 0.75 -3.56 -4.43
H 2.10 -2.86 -5.32
H 2.51 -0.43 -5.19
H 1.40 0.58 -4.25
H 0.88 -0.09 -5.81
H -1.37 -5.63 -1.41
H -2.60 -5.03 -2.55
H -3.08 -5.61 -0.94
H -3.20 -1.97 -0.45
H -4.15 -3.46 -0.38
H -3.74 -2.75 -1.95
H 1.26 -4.58 -2.24
H 0.97 -5.93 -1.13
H 2.33 -4.83 -0.85
H -0.01 -3.53 1.62
H 1.54 -4.31 1.40
H 0.05 -5.28 1.28
H -1.81 0.94 -2.70
H -3.35 0.23 -3.21
H -2.26 0.93 -4.42
H -1.80 -2.80 -4.61
H -2.18 -1.40 -5.63
H -3.33 -1.95 -4.40
N 5.39 0.17 -2.84
C 4.64 0.53 -1.78
C 3.36 0.00 -1.57
N 2.65 0.34 -0.49
C 3.18 1.21 0.38
C 4.44 1.73 0.14
N 5.16 1.41 -0.92
H 5.04 -0.43 -3.56
H 6.28 0.63 -2.97
H 2.91 -0.70 -2.26
H 2.60 1.46 1.25
H 4.87 2.43 0.84
Cl -1.37 -0.92 2.86
C 0.12 -0.01 3.13
Cl 0.05 1.55 2.28
C 1.39 -0.80 2.75
O 2.12 -1.08 3.67
O 1.64 -1.18 1.53
H 0.19 0.20 4.19
```

Calculated values
* gap between HOMO and LUMO: 8.96 eV
* net charge: +1
* strongest force on any atom: 0.28 eV Å⁻¹
* multiplicity: 1
* LUMO energy: -2.658 eV

***

(7)
The following is a DFT calculation (ωB97M-V/def2-TZVPD) of 10 unconnected molecules or ions with the total composition C14H30ClO21.

Structure (XYZ):
```
66
C14H30ClO21, DFT ωB97M-V/def2-TZVPD
Cl -24.30 15.88 -24.02
O -24.35 14.81 -24.93
O -25.06 15.45 -22.82
O -22.93 16.07 -23.53
O -24.67 17.05 -24.69
C -29.78 11.88 -26.91
C -31.17 12.57 -26.79
O -32.05 11.60 -27.25
C -31.49 10.38 -27.32
O -32.16 9.37 -27.45
O -30.15 10.51 -27.14
H -29.21 12.11 -26.01
H -29.25 12.33 -27.74
H -31.25 13.49 -27.36
H -31.37 12.83 -25.75
C -21.33 19.90 -18.43
C -21.71 18.46 -18.18
O -20.46 17.88 -17.93
C -19.44 18.81 -17.79
O -18.28 18.54 -17.62
O -19.96 19.99 -18.09
H -21.81 20.63 -17.77
H -21.60 20.01 -19.48
H -22.19 17.82 -18.92
H -22.34 18.44 -17.28
C -22.33 11.05 -20.66
C -23.81 10.56 -20.82
O -23.60 9.20 -20.68
C -22.61 8.97 -19.84
O -22.32 7.96 -19.31
O -21.80 10.02 -19.79
H -22.41 12.03 -20.20
H -21.84 10.98 -21.64
H -24.29 10.76 -21.78
H -24.48 11.04 -20.09
C -27.81 20.32 -29.82
C -29.20 20.18 -29.46
O -29.62 21.58 -29.55
C -28.79 22.32 -30.30
O -29.02 23.32 -30.94
O -27.62 21.62 -30.38
H -27.52 19.57 -30.56
H -27.22 20.18 -28.92
H -29.39 19.63 -28.53
H -29.74 19.52 -30.14
O -23.43 16.86 -29.25
H -23.63 16.01 -28.87
H -23.34 17.44 -28.49
O -30.40 16.73 -24.29
H -29.56 16.85 -23.85
H -30.83 16.03 -23.79
O -23.01 22.23 -24.87
H -23.00 21.37 -25.28
H -23.94 22.40 -24.71
O -17.61 15.92 -21.94
H -18.42 16.27 -22.30
H -17.84 15.67 -21.04
C -30.12 13.12 -19.82
C -31.59 13.62 -19.63
O -31.87 14.71 -20.47
H -30.00 12.84 -20.86
H -30.04 12.30 -19.10
H -29.37 13.87 -19.59
H -31.82 13.85 -18.59
H -32.36 12.88 -19.86
H -31.72 15.37 -19.78
```

Calculated values
* gap between HOMO and LUMO: 8.09 eV
* net charge: -1
* strongest force on any atom: 5.56 eV Å⁻¹
* relative energy (zero: lowest compared OMol25 entry of this formula, charge and spin): 0.00 kJ/mol
* multiplicity: 1
* LUMO energy: 1.628 eV

***

(8)
The following is a DFT calculation (ωB97M-V/def2-TZVPD) of 2 unconnected molecules or ions with the total composition C14H30N5O5P2.

Structure (XYZ):
```
56
C14H30N5O5P2, DFT ωB97M-V/def2-TZVPD
C 0.42 -1.13 -0.42
N 1.36 -0.06 -0.78
N 2.64 -0.37 -0.59
C 3.56 0.49 -0.93
C 4.98 0.02 -0.75
P 5.11 -1.79 -0.83
O 4.42 -2.32 -2.00
O 6.69 -1.99 -0.88
O 4.68 -2.42 0.58
C 3.24 1.76 -1.44
P 4.59 2.98 -1.95
N 3.85 3.48 -3.39
O 4.17 4.24 -1.00
C 1.90 2.04 -1.62
C 0.94 1.08 -1.29
C -0.52 1.33 -1.50
C -1.25 1.77 -0.22
C -2.77 1.57 -0.34
C -3.21 0.11 -0.34
C -3.49 -0.51 -1.74
N -2.50 -1.55 -2.12
H -0.04 -1.53 -1.32
H 1.00 -1.92 0.05
H -0.32 -0.76 0.28
H 5.57 0.34 -1.61
H 5.41 0.44 0.16
H 7.01 -2.60 -0.20
H 4.46 -1.74 1.23
H 3.46 4.42 -3.35
H 4.49 3.39 -4.17
H 3.54 4.04 -0.29
H 1.58 2.98 -2.05
H -1.00 0.47 -1.96
H -0.59 2.15 -2.22
H -1.06 2.82 -0.03
H -0.90 1.22 0.66
H -3.20 2.06 0.53
H -3.16 2.08 -1.22
H -4.15 0.07 0.21
H -2.51 -0.52 0.21
H -4.50 -0.91 -1.76
H -3.40 0.29 -2.47
H -2.10 -1.32 -3.02
H -2.96 -2.44 -2.27
C -3.73 -0.32 4.00
O -3.97 0.36 3.01
N -3.77 -1.66 4.03
C -3.49 -2.42 5.23
C -4.13 -2.37 2.81
H -3.47 0.13 4.97
H -2.64 -3.09 5.07
H -4.36 -3.01 5.52
H -3.25 -1.73 6.04
H -3.41 -2.14 2.01
H -5.12 -2.07 2.47
H -4.12 -3.44 3.00
```

Calculated values
* gap between HOMO and LUMO: 7.06 eV
* net charge: +1
* strongest force on any atom: 0.95 eV Å⁻¹
* relative energy (zero: lowest compared OMol25 entry of this formula, charge and spin): 0.00 kJ/mol
* multiplicity: 1
* LUMO energy: -4.335 eV